1.
# C58H49BrGaN2O3P2S

A molecular structure, C58H49BrGaN2O3P2S at a distorted geometry (ωB97M-V with the def2-TZVPD basis set, the Open Molecules 2025 dataset).

The max |F| comes out at 0.0786 Eh/bohr. The energy comes out at -8153.7014 hartree. The total charge is +3. The HOMO energy comes out at -13.83 eV.

Each line ends with the Löwdin charge.
Element x y z (Å)
Ga: 1.77000 0.07392 -1.27322  0.31
O: 0.25386 1.15889 -1.80513  -0.47
S: -0.86054 0.46972 -0.93329  1.04
C: -2.16294 0.30567 -2.07076  -0.37
C: -2.10916 1.26828 -3.09159  -0.07
C: -3.21327 1.50202 -3.92498  0.01
C: -4.39505 0.83102 -3.72128  -0.14
C: -5.70184 0.94522 -4.43479  -0.07
C: -6.46847 -0.29578 -3.93374  -0.08
C: -5.58734 -0.93215 -2.91154  -0.14
C: -5.70290 -2.05030 -2.12448  0.03
C: -4.67718 -2.39722 -1.20872  -0.05
C: -3.50627 -1.67913 -1.06334  -0.27
P: -2.18600 -2.38224 0.06067  1.08
C: -2.44430 -1.42213 1.52645  -0.45
C: -3.56282 -0.72114 1.85954  -0.07
C: -3.67770 -0.10098 3.11338  -0.04
C: -2.62256 -0.19346 3.98850  -0.07
C: -1.53146 -0.96240 3.67456  -0.10
C: -1.45990 -1.54627 2.51030  -0.16
C: -2.87758 -3.95123 0.59359  -0.43
C: -2.97687 -5.01452 -0.28200  -0.10
C: -3.49744 -6.25215 0.23689  -0.05
C: -3.98862 -6.39376 1.54438  -0.04
C: -3.95145 -5.23974 2.31972  -0.06
C: -3.38308 -4.07588 1.87261  -0.09
C: -3.33989 -0.51704 -1.92888  -0.12
C: -4.39830 -0.19959 -2.79774  -0.10
C: -1.45388 1.67869 0.22033  -0.28
C: -2.65591 2.31400 -0.04013  -0.02
C: -3.26919 3.07878 0.94333  0.02
C: -2.72906 3.09946 2.22270  -0.07
C: -3.22146 3.69677 3.56410  -0.06
C: -2.17566 3.25025 4.60100  -0.07
C: -1.03769 2.63098 3.76332  -0.15
C: 0.17364 2.22247 4.16785  0.01
C: 0.98294 1.63188 3.19380  -0.09
C: 0.63022 1.45138 1.87913  -0.22
P: 2.17714 0.91493 0.93974  1.12
C: 3.07372 2.47790 0.81094  -0.33
C: 3.91987 2.94487 1.84641  -0.05
C: 4.46267 4.23745 1.75481  -0.05
C: 4.38087 4.97803 0.62755  -0.05
C: 3.63810 4.48879 -0.45192  -0.04
C: 2.98390 3.25331 -0.35860  -0.08
C: 3.12968 -0.07731 2.12886  -0.38
C: 4.48246 -0.20346 2.09094  -0.11
C: 5.14812 -1.14196 2.90080  -0.01
C: 4.38916 -2.10704 3.57316  -0.02
C: 2.97004 -2.12476 3.51614  -0.03
C: 2.40651 -1.14719 2.77086  -0.14
C: -0.71616 1.76667 1.46808  -0.11
C: -1.47636 2.42697 2.46016  -0.09
H: -1.22520 1.89523 -3.19204  0.12
H: -3.08354 2.19782 -4.72707  0.12
H: -5.60015 1.04827 -5.49281  0.12
H: -6.12961 1.90708 -4.03742  0.16
H: -6.75995 -1.03804 -4.64980  0.13
H: -7.39302 0.01319 -3.41838  0.14
H: -6.55918 -2.70192 -2.04286  0.12
H: -4.83170 -3.26517 -0.60055  0.10
H: -4.38172 -0.62678 1.14761  0.12
H: -4.58842 0.38751 3.47053  0.13
H: -2.65408 0.27235 4.97645  0.12
H: -0.66541 -1.04954 4.35327  0.13
H: -0.55071 -2.04855 2.24122  0.09
H: -2.60770 -4.91201 -1.34592  0.12
H: -3.45935 -7.15817 -0.34159  0.10
H: -4.36478 -7.31583 1.90139  0.10
H: -4.38490 -5.23405 3.31412  0.12
H: -3.35918 -3.25336 2.58686  0.10
H: -3.15981 2.18189 -1.01277  0.13
H: -4.17494 3.60372 0.83159  0.12
H: -4.21413 3.28644 3.80354  0.13
H: -3.38999 4.74672 3.50144  0.12
H: -2.46360 2.54326 5.35782  0.11
H: -1.85489 4.06177 5.20458  0.11
H: 0.49423 2.38760 5.22055  0.15
H: 1.98762 1.26148 3.50671  0.11
H: 4.15418 2.32668 2.72122  0.11
H: 5.04337 4.63320 2.59850  0.13
H: 4.89385 5.84926 0.54585  0.09
H: 3.69710 5.00413 -1.38140  0.11
H: 2.37916 2.94817 -1.17757  0.08
H: 4.93183 0.52091 1.49772  0.07
H: 6.22344 -1.33931 2.84692  0.12
H: 4.83717 -2.91454 4.04197  0.09
H: 2.37954 -2.89152 3.95359  0.12
H: 1.36570 -1.07738 2.74843  0.06
Br: 2.55122 -2.67028 -0.32882  1.01
C: 1.38661 -2.76870 -1.77075  -0.70
C: 0.94047 -3.92667 -2.29793  -0.09
C: 0.08107 -3.86507 -3.34256  -0.01
C: -0.31643 -2.61433 -3.85964  0.04
C: 0.21442 -1.43939 -3.31006  -0.05
N: 1.02851 -1.56249 -2.24517  -0.04
H: 1.24492 -4.93280 -1.85504  0.16
H: -0.24085 -4.80469 -3.74953  0.13
H: -0.96729 -2.61755 -4.70007  0.12
H: 0.12476 -0.41209 -3.58449  0.11
O: 3.20375 0.36957 -2.37849  -0.02
C: 4.43582 0.15338 -1.99783  -0.51
O: 4.76273 -0.02265 -0.83194  0.05
C: 5.47393 0.33088 -3.12016  -0.15
N: 6.81046 0.22364 -2.46252  0.10
C: 7.17132 1.59631 -1.88749  -0.05
C: 6.34689 2.57205 -2.68628  -0.09
C: 5.41600 1.74212 -3.67469  -0.06
H: 5.36995 -0.40969 -3.94062  0.19
H: 7.50463 -0.07669 -3.09773  0.17
H: 6.79875 -0.43834 -1.66030  0.19
H: 8.20265 1.62865 -2.08727  0.12
H: 7.00920 1.46022 -0.79252  0.15
H: 6.88412 3.22985 -3.34476  0.12
H: 5.76939 3.21051 -2.03095  0.10
H: 5.88270 1.69475 -4.62056  0.12
H: 4.42450 2.12946 -3.68207  0.12


2.
# C4H14N2O

2 unconnected molecules or ions with the total composition C4H14N2O at a distorted geometry (ωB97M-V with the def2-TZVPD basis set, the Open Molecules 2025 dataset).

The max |F| comes out at 0.0776 Eh/bohr. The energy comes out at -345.1749 hartree. As for the spin multiplicity: 2. The total charge is +1. The HOMO energy (spin up / spin down) comes out at -14.73 / -14.77 eV. The expectation value of S² is 0.755.

Each line ends with the Löwdin charge.
Element x y z (Å)
N: -1.02016 0.94277 -1.61289  0.01
C: -1.55993 0.41726 -0.34656  -0.20
C: -0.56747 0.65161 0.87608  -0.14
N: 0.65498 -0.02294 0.58431  0.16
C: 0.91604 -1.50501 0.91824  -0.10
C: -0.25690 -2.12279 1.75907  -0.08
H: -0.85344 -0.00643 -1.94966  0.09
H: -1.74836 1.31255 -2.22720  0.11
H: -2.46861 1.01555 -0.13541  0.14
H: -1.73338 -0.67572 -0.44755  0.11
H: -1.02281 0.28537 1.83160  0.14
H: -0.36264 1.76272 0.94400  0.16
H: 1.46727 0.52842 0.41625  0.13
H: 1.80307 -1.61026 1.48083  0.12
H: 1.03878 -1.95957 0.00110  0.10
H: -0.38214 -1.68462 2.83058  0.11
H: -1.24618 -1.82824 1.20718  0.08
H: -0.60360 -3.21376 2.00468  0.13
H: 2.29847 0.80098 -1.47921  0.07
H: 0.87758 1.31958 -1.70692  -0.05
O: 1.78772 1.60852 -1.85140  -0.08


3.
# C4H5B2F10N2O11S2V

A molecular structure, C4H5B2F10N2O11S2V at a distorted geometry (ωB97M-V with the def2-TZVPD basis set, the Open Molecules 2025 dataset).

The max |F| comes out at 0.0606 Eh/bohr. The energy comes out at -3881.9643 hartree. As for the spin multiplicity: 2. The total charge is -3. The HOMO energy (spin up / spin down) comes out at -0.91 / -0.97 eV. The expectation value of S² is 0.779.

Each line ends with the Löwdin charge.
Element x y z (Å)
O: -0.19059 -2.12423 0.34900  -0.22
V: 0.78005 -0.89795 0.28653  1.12
B: 2.68312 -1.68965 2.44098  -1.22
F: 3.51617 -2.74849 2.08239  0.12
F: 3.01518 -1.19777 3.70507  0.11
F: 2.73892 -0.67110 1.42157  0.05
F: 1.30799 -2.03616 2.43583  0.09
B: 3.19199 -1.43595 -2.04548  -1.20
F: 2.20741 -1.63094 -0.96121  0.01
F: 4.39800 -2.00587 -1.62781  0.10
F: 2.69748 -2.07867 -3.16678  0.13
F: 3.36272 -0.07317 -2.27204  0.11
N: -3.70587 -0.36777 -0.82122  -0.27
S: -4.07991 -0.99403 0.61702  0.48
O: -3.13639 -1.90125 1.17033  -0.27
O: -5.46894 -1.18005 0.90626  -0.32
F: -3.77976 0.37407 1.42860  -0.23
S: -3.62673 -1.67516 -1.75770  0.48
O: -4.86681 -2.39589 -1.88318  -0.33
O: -2.39534 -2.38453 -1.73215  -0.26
F: -3.54921 -0.91799 -3.18699  -0.22
O: -1.54332 1.22933 3.18376  0.04
C: -0.33339 0.83501 2.63164  -0.75
O: 0.67834 1.02112 3.27955  0.03
O: -0.47740 0.34173 1.45358  -0.11
H: -2.17824 1.09538 2.46418  0.06
O: -1.45965 1.39573 -2.51934  0.03
C: -0.36237 0.53318 -2.54179  -0.75
O: 0.28896 0.53721 -3.59368  -0.01
O: -0.18340 -0.13149 -1.48470  -0.09
H: -1.35087 1.80145 -3.38532  0.07
C: 2.03833 4.03465 0.68153  -0.05
C: 1.79156 2.66563 0.23759  -0.19
N: 1.60362 1.59957 -0.11002  0.23
H: 1.39238 4.70667 0.12257  0.07
H: 3.08024 4.25360 0.43424  0.07
H: 1.91571 4.11377 1.75718  0.08


Energy above the lowest of the compared OMol25 structures with the same formula, charge and spin list, top to bottom, in kcal/mol: 13.9; 43.4; 0.0